[1]
The following is a DFT calculation (ωB97M-V with the def2-TZVPD basis set) of C14H27BBr6N2O6 as an isolated structure at a distorted geometry.

Atoms and positions in Å:
C 3.60243 -2.17823 1.96570
C 2.28434 -1.29278 1.62090
O 1.15567 -2.23280 1.44280
B -0.03845 -1.47769 1.82544
O -0.75991 -1.94229 2.98326
O -0.34376 -0.30977 1.02709
C -1.77138 -0.10250 0.91125
O -2.24557 -0.31896 -0.25201
N -2.63821 0.37866 2.01173
C -3.99581 -0.25135 1.99381
C -4.08468 -1.70792 2.66873
C -4.31688 -2.86905 1.53551
C -3.27711 -4.09835 1.66439
O -2.60665 -4.31004 0.38990
N -2.87363 1.76728 1.96957
C -1.82483 2.46621 1.61409
O -0.80860 3.15889 1.33390
H 4.54652 -1.79534 1.40825
H 3.87870 -2.16712 3.08369
H 3.36260 -3.24905 1.62936
H 2.11597 -0.57935 2.50763
H 2.53244 -0.73330 0.63379
H -0.68694 -1.26507 3.69465
H -4.48999 -0.31574 0.96333
H -4.67732 0.44525 2.62572
H -3.24669 -1.95953 3.40401
H -5.06573 -1.71475 3.29280
H -4.35007 -2.40491 0.47082
H -5.37623 -3.32437 1.68483
H -3.89060 -5.06342 1.86122
H -2.55745 -3.90443 2.54365
H -2.11892 -3.48657 0.14311
Br 7.73845 -0.48822 0.19928
C 6.96664 1.23592 -0.28072
C 5.53919 1.34770 0.19481
Br 4.33050 0.33513 -0.95174
H 7.07117 1.34194 -1.36094
H 7.59604 1.97698 0.21526
H 5.19212 2.38058 0.13120
H 5.39320 0.98239 1.21210
Br -2.21365 2.83920 -0.78548
C -3.67216 3.31884 -1.98738
C -3.58996 4.76933 -2.39387
Br -4.20376 5.94100 -0.96172
H -4.60222 3.06534 -1.47711
H -3.55089 2.66859 -2.85598
H -4.25817 4.97220 -3.23261
H -2.58010 5.08789 -2.65451
Br 2.51952 -1.19235 -3.72855
C 3.31913 0.48744 -4.31056
C 2.57375 1.07046 -5.48577
Br 3.01295 0.13372 -7.13811
H 4.36899 0.28327 -4.52331
H 3.25056 1.14916 -3.44572
H 2.87552 2.10524 -5.65748
H 1.48991 1.02665 -5.37394

Results
E_LUMO = 0.04 eV
net charge = 0

***

[2]
The following is a DFT calculation (ωB97M-V with the def2-TZVPD basis set) of a 10-piece molecular cluster, H20O10 overall at a distorted geometry.

Atoms and positions in Å:
H -1.17894 0.38263 -0.69791
H -0.20196 1.37185 -0.53628
H 0.30246 -2.25997 2.78697
H -0.46357 -1.26555 3.76332
H -1.53876 2.88266 -1.28721
H -2.54070 3.22827 -0.25419
H 2.31533 -3.38270 -1.50792
H 1.81433 -1.97734 -1.41292
H -0.97860 -3.50518 1.24703
H -0.27998 -4.35261 2.31633
H -0.99058 -1.82131 -3.22735
H 0.20418 -2.48505 -2.54095
H 0.57882 1.02547 2.36267
H 0.95428 -0.50747 2.05442
H 2.67515 3.87413 0.37102
H 1.15620 3.73895 0.30513
H 1.40128 2.50426 -4.30491
H 1.40554 1.23634 -3.59715
H -2.99146 0.51769 1.49558
H -2.88724 0.76172 2.89280
O -0.33393 0.52628 -0.29221
O -0.03891 -2.18456 3.66558
O -1.59906 3.09017 -0.31560
O 1.49358 -2.84480 -1.59343
O -0.07666 -3.81364 1.54300
O -0.08327 -1.88074 -3.23493
O 1.21812 0.27345 2.52952
O 1.93834 3.99420 -0.24359
O 1.79727 1.61513 -4.32299
O -3.07126 1.25770 2.03619

Results
SMILES string = O.O.O.O.O.O.O.O.O.O
E_LUMO = -0.30 eV
relative energy (zero: lowest compared OMol25 entry of this formula, charge and spin) = 432.9 kJ/mol
net charge = 0

***

[3]
The following is a DFT calculation (ωB97M-V with the def2-TZVPD basis set) of C37H60LuN7O3P2S3 as an isolated structure.

Atoms and positions in Å:
Lu -0.41131 -0.62406 0.36306
C 2.83220 4.58714 1.13523
C 2.09963 3.24867 1.06217
S 0.61473 1.05522 -1.33889
C 1.12512 2.99259 2.19829
C 0.62336 4.18462 2.95660
S 0.56087 1.52312 2.58719
H 3.47742 4.69443 0.26138
H 3.46622 4.65906 2.02179
H 2.15203 5.43903 1.14078
H 1.45202 4.70218 3.44771
H -0.12020 3.89770 3.69348
H 0.18149 4.89902 2.25441
N -2.20816 -3.90925 0.44653
C -2.37627 -4.10696 1.83296
C -2.93672 -5.33701 2.19630
C -3.22053 -5.65857 3.50641
C -2.92013 -4.73805 4.50397
C -2.37355 -3.51797 4.15377
C -2.10304 -3.14265 2.82688
S -1.56149 -1.46036 2.63973
N -0.14067 -2.75498 0.40472
C -1.18480 -3.18000 -0.14506
C -1.40865 -2.83478 -1.60326
C -1.40559 -3.77226 -2.62268
C -1.40977 -3.30911 -3.93061
C -1.42306 -1.94093 -4.16190
C -1.40551 -1.08071 -3.07436
N -1.39616 -1.51843 -1.81803
H -2.80141 -4.46069 -0.15252
H -3.13617 -6.05963 1.41125
H -3.65222 -6.62186 3.74658
H -3.11266 -4.96715 5.54439
H -2.14586 -2.79184 4.92487
H -1.37573 -4.82991 -2.39354
H -1.38823 -4.00665 -4.75923
H -1.42281 -1.53774 -5.16542
H -1.37800 -0.00602 -3.19803
C -2.92498 1.83658 4.44806
C -3.83850 0.89925 3.69529
O -3.81147 1.15160 2.27489
P -2.52032 1.01375 1.32195
O -3.12240 0.07375 0.12702
C -4.16981 -0.90252 0.30053
C -5.52859 -0.30616 0.01633
O -2.52683 2.44526 0.57750
C -3.72250 3.08589 0.10509
C -4.18717 4.14723 1.07656
H -3.00859 1.64063 5.51907
H -3.19107 2.87983 4.26639
H -1.88293 1.68176 4.15848
H -4.88052 1.04684 3.97540
H -3.56431 -0.14174 3.86354
H -4.09868 -1.32818 1.30247
H -3.94300 -1.69382 -0.41394
H -5.80229 0.43601 0.76581
H -6.27878 -1.10019 0.02267
H -5.54301 0.16328 -0.96911
H -4.49825 2.33895 -0.07230
H -3.46288 3.52959 -0.85595
H -4.50400 3.70080 2.01800
H -5.02999 4.69729 0.65204
H -3.38204 4.85567 1.27915
N 1.54465 -0.36080 -0.74608
P 3.04654 -0.56765 -1.17546
N 3.59092 -2.05352 -0.65865
C 3.60649 -3.18538 -1.61021
C 2.40991 -4.10714 -1.41405
C 2.39150 -4.69515 0.01369
C 3.38816 -3.96608 0.91300
C 3.27890 -2.45901 0.74189
N 3.16641 -0.49441 -2.80806
C 4.34505 -0.02618 -3.54452
C 3.88984 0.80924 -4.73023
C 3.09727 -0.05686 -5.72831
C 2.47995 -1.27581 -5.02962
C 2.01605 -0.93382 -3.62308
N 4.16279 0.53268 -0.61736
C 3.68680 1.92129 -0.49151
C 3.04031 2.06024 0.87930
C 4.13065 1.92982 1.93959
C 4.75763 0.54200 1.81869
C 5.19069 0.22529 0.38536
H 4.53614 -3.74292 -1.46792
H 3.64029 -2.78880 -2.62076
H 2.44456 -4.89859 -2.16740
H 1.49518 -3.53154 -1.58106
H 2.61739 -5.76345 0.00108
H 1.39479 -4.57323 0.43930
H 4.41364 -4.28403 0.70277
H 3.19659 -4.20319 1.96077
H 3.97381 -1.96769 1.42245
H 2.26446 -2.15659 1.00448
H 4.94443 -0.87669 -3.89737
H 4.97053 0.54661 -2.86635
H 4.75143 1.27208 -5.21443
H 3.26263 1.61804 -4.34600
H 3.75056 -0.39339 -6.53594
H 2.31021 0.54022 -6.19371
H 3.20553 -2.09325 -4.98449
H 1.62567 -1.65385 -5.59506
H 1.55062 -1.80444 -3.15558
H 1.25585 -0.14827 -3.64525
H 2.98181 2.14937 -1.29103
H 4.55777 2.57969 -0.60258
H 2.40409 1.17958 0.95224
H 1.44447 3.23890 0.17596
H 3.72682 2.06806 2.94635
H 4.89463 2.70291 1.78723
H 4.01350 -0.18754 2.14733
H 5.62450 0.44019 2.47688
H 5.48199 -0.81766 0.28278
H 6.07090 0.83172 0.13754

Results
E_LUMO = 0.18 eV
net charge = 0

***

[4]
The following is a DFT calculation (ωB97M-V with the def2-TZVPD basis set) of one molecule with the formula C13H15N5O4S at a distorted geometry.

Atoms and positions in Å:
C 7.23070 -0.15562 1.04686
C 5.86341 -0.76858 1.30576
O 4.93900 -0.13112 0.44641
C 3.63413 -0.50219 0.48596
C 2.77942 0.17294 -0.38826
C 1.43528 -0.12138 -0.44074
C 0.90799 -1.10764 0.38877
C 1.75348 -1.77945 1.26231
C 3.10413 -1.48519 1.31580
H 3.72765 -2.02881 2.00757
H 1.35526 -2.54498 1.91414
N -0.45128 -1.46696 0.38424
C -1.45147 -0.97142 -0.37705
O -1.35172 -0.10661 -1.21665
C -2.79129 -1.65129 -0.06971
H -2.80488 -2.67412 -0.44670
H -3.01148 -1.63281 0.99744
S -4.10535 -0.75216 -0.93908
C -3.82056 0.76225 -0.16220
N -3.32440 0.96658 1.04064
N -3.28570 2.28054 1.19611
N -3.72386 2.89023 0.17928
N -4.07310 1.96931 -0.72595
C -4.58841 2.27064 -2.02041
C -6.07932 1.97904 -2.15572
O -6.71595 2.21137 -3.14201
O -6.58521 1.43119 -1.05338
H -7.53110 1.24281 -1.16072
H -4.05894 1.67828 -2.77608
H -4.41708 3.33229 -2.21709
H -0.69381 -2.17454 1.06429
H 0.79010 0.40974 -1.11914
H 3.19911 0.93524 -1.02462
H 5.88679 -1.84826 1.10069
H 5.57150 -0.61584 2.35424
H 7.20192 0.91152 1.24840
H 7.97308 -0.62132 1.68862
H 7.51198 -0.30368 0.00796

Results
SMILES string = CCOc1ccc(NC(=O)CSc2nnnn2CC(=O)O)cc1
E_LUMO = 0.39 eV
relative energy (zero: lowest compared OMol25 entry of this formula, charge and spin) = 0.0 kJ/mol
net charge = 0

***

[5]
The following is a DFT calculation (ωB97M-V with the def2-TZVPD basis set) of C10H24Br6N4O8 as an isolated structure at a distorted geometry.

Atoms and positions in Å:
C 10.67742 17.79434 -22.36761
N 11.23716 16.47740 -21.89583
O 12.38369 16.23109 -22.26357
O 10.45122 15.77122 -21.36527
H 10.02178 17.54141 -23.20083
H 11.48376 18.44789 -22.70045
H 10.18005 18.31226 -21.54755
C 8.03406 16.62029 -22.52759
N 7.75867 15.19336 -21.93364
O 7.23493 15.11321 -20.86003
O 8.12013 14.29354 -22.66582
H 7.90256 17.35131 -21.72983
H 7.35066 16.69277 -23.37365
H 9.06118 16.57366 -22.88944
C 7.09567 23.12654 -19.82673
N 6.64357 22.53586 -18.56734
O 7.04166 21.43751 -18.29035
O 5.80936 23.14674 -17.87793
H 7.80230 23.95153 -19.73638
H 6.19654 23.65097 -20.15022
H 7.44597 22.37954 -20.53903
C 11.33643 20.50995 -22.92535
N 12.47147 21.48558 -22.84086
O 12.60126 22.24961 -23.73903
O 13.19120 21.50933 -21.82078
H 11.26939 19.92572 -22.00759
H 11.63733 19.82696 -23.71977
H 10.36079 20.95990 -23.10916
Br 11.33005 17.88719 -20.08457
C 12.48729 19.32313 -19.40831
C 13.79279 19.50280 -20.16356
Br 14.84434 17.86874 -19.96124
H 12.47225 19.06827 -18.34863
H 11.76962 20.11752 -19.61325
H 14.40900 20.22296 -19.62528
H 13.76853 19.70799 -21.23380
Br 8.24530 18.59494 -17.82035
C 7.10764 17.28822 -18.78249
C 6.17272 18.04886 -19.64205
Br 5.20852 17.04479 -21.02660
H 6.67430 16.62456 -18.03424
H 7.73817 16.66744 -19.41902
H 6.80721 18.80265 -20.10825
H 5.48021 18.53795 -18.95699
Br 10.50401 21.14465 -18.36030
C 9.08897 20.50585 -19.64983
C 9.51927 19.21444 -20.25454
Br 8.12790 18.65620 -21.51591
H 8.91747 21.14630 -20.51500
H 8.12148 20.52813 -19.14826
H 9.59696 18.41221 -19.52072
H 10.43977 19.37815 -20.81488

Results
E_LUMO = -0.73 eV
relative energy (zero: lowest compared OMol25 entry of this formula, charge and spin) = 1787.1 kJ/mol
net charge = 0

***

[6]
The following is a DFT calculation (ωB97M-V with the def2-TZVPD basis set) of a 2-piece molecular cluster, C8H20N3 overall at a distorted geometry.

Atoms and positions in Å:
C 3.32089 -0.17620 1.07998
C -1.34020 -0.90869 -1.27284
C 1.29162 -2.17962 -0.52008
C 0.83631 -1.44353 1.84920
C -2.84591 2.80282 -0.51395
C -0.86175 -0.90542 0.16490
C -0.77583 2.00811 -1.19170
C 0.65114 -1.09413 0.35843
N 2.38176 0.53348 0.55681
N 1.17105 0.21564 0.26047
N -1.54034 2.40644 -0.23058
H 4.23318 0.31099 1.19299
H 2.99874 -1.11142 1.53577
H -1.11494 -1.95202 -1.71969
H -2.39872 -0.80027 -1.30239
H -0.78638 -0.16743 -1.83654
H 2.40105 -2.29260 -0.41236
H 0.93205 -3.16086 -0.30987
H 1.07644 -1.96585 -1.57005
H 1.09489 -0.55712 2.36389
H -0.19374 -1.72284 2.25251
H 1.55671 -2.34060 1.89833
H -3.00875 2.81902 -1.56146
H -3.55539 2.00993 -0.13236
H -3.19482 3.84397 -0.32894
H -1.12719 -0.02786 0.70153
H -1.36036 -1.73501 0.64656
H 0.27351 1.77247 -0.94244
H -1.22118 2.05242 -2.25915
H 2.46954 1.52604 0.50262
H -1.36338 2.24016 0.74042

Results
2S+1 = 3
E_LUMO (spin up / spin down) = -4.80 / -6.40 eV
relative energy (zero: lowest compared OMol25 entry of this formula, charge and spin) = 135.8 kJ/mol
net charge = +1
⟨S²⟩ = 2.0233

***

[7]
The following is a DFT calculation (ωB97M-V with the def2-TZVPD basis set) of one molecule with the formula C2H5N3OS.

Atoms and positions in Å:
C -0.62965 0.28325 -0.01462
C 0.85825 0.50596 -0.00427
H -2.77026 -1.91055 0.12243
H -2.88502 -0.33824 0.64525
H -2.21172 1.42007 -0.51796
H -0.82227 2.26922 -0.03027
H 0.93532 -1.80284 0.00820
N -2.48432 -0.95765 -0.06078
N -1.10585 -0.90651 -0.05207
N -1.38928 1.43324 0.07725
O 1.29908 1.63581 -0.00404
S 1.92787 -0.90268 0.01046

Results
SMILES string = N/N=C(\N)C(=O)S
E_LUMO = 0.35 eV
relative energy (zero: lowest compared OMol25 entry of this formula, charge and spin) = 130.8 kJ/mol
net charge = 0

***

[8]
The following is a DFT calculation (ωB97M-V with the def2-TZVPD basis set) of one molecule with the formula C5H11NO2 at a distorted geometry.

Atoms and positions in Å:
O 3.46284 -0.29156 0.71421
C 2.50083 -0.64205 0.05818
N 1.30804 0.09232 0.19097
C 0.02189 -0.27459 -0.47449
C -1.26627 0.15154 0.26950
C -1.43124 -0.52573 1.65290
O -1.18800 1.56511 0.56486
C -0.11543 0.36170 -1.81154
H 2.56921 -1.36981 -0.84731
H 1.07108 0.69619 1.03183
H -0.06807 -1.38877 -0.69647
H -2.23800 0.15256 -0.35660
H -0.51118 -0.43976 2.29165
H -1.16615 -1.53988 1.51073
H -2.22547 -0.20250 2.18326
H -0.40435 2.02482 0.22139
H -0.99071 -0.07077 -2.28683
H -0.01281 1.44163 -1.58793
H 0.68381 0.25954 -2.62832

Results
SMILES string = C[C@@H](O)[C@@H](C)NC=O
E_LUMO = 0.81 eV
relative energy (zero: lowest compared OMol25 entry of this formula, charge and spin) = 241.0 kJ/mol
net charge = 0